# 1
The following is a quantum chemistry calculation of a cluster of 2 separate species, C3H10N2 in total, from the Open Molecules 2025 dataset.

HOMO-LUMO gap   10.39 eV
Highest occupied orbital energy   -9.3 eV
SMILES   C=NC.CN
LUMO level   1.105 eV
Electronic energy   -229.75517 Eh
Energy relative to the best compared isomer or geometry (same formula, charge and spin)   1.4718 eV
Total charge   0
F_max   0.93 eV Å⁻¹

Last column: Löwdin charge in e.
Element x y z (Å)
C: -0.357 -1.599 1.317  -0.20
N: -0.145 -2.004 -0.067  -0.07
H: 0.344 -2.126 1.957  0.07
H: -1.372 -1.726 1.701  0.06
H: -0.082 -0.549 1.414  0.04
H: -0.245 -3.012 -0.138  0.05
H: -0.881 -1.704 -0.694  0.05
C: -0.517 1.820 -1.218  -0.15
C: 1.463 1.259 -0.161  -0.11
N: 0.737 1.070 -1.168  -0.08
H: -1.263 1.183 -0.737  0.07
H: -0.765 2.114 -2.232  0.07
H: -0.485 2.749 -0.634  0.07
H: 2.397 0.710 -0.078  0.06
H: 1.171 1.815 0.737  0.07

# 2
The following is a quantum chemistry calculation of the molecule C3H10N2, from the Open Molecules 2025 dataset.

HOMO-LUMO gap   10.31 eV
Highest occupied orbital energy   -9.1 eV
SMILES   NCCCN
LUMO level   1.254 eV
Electronic energy   -229.79880 Eh
Energy relative to the best compared isomer or geometry (same formula, charge and spin)   0.2843 eV
Total charge   0
F_max   0.65 eV Å⁻¹

Last column: Löwdin charge in e.
Element x y z (Å)
C: -0.492 -0.142 -1.276  -0.31
C: 0.228 0.313 -0.002  -0.23
C: 0.458 -0.822 0.982  -0.32
N: 1.034 -0.316 2.232  -0.02
N: -1.170 0.983 -1.909  -0.02
H: 0.275 -0.629 -1.905  0.11
H: -1.231 -0.904 -1.031  0.10
H: 1.199 0.708 -0.297  0.11
H: -0.317 1.137 0.464  0.11
H: 1.176 -1.509 0.521  0.11
H: -0.460 -1.417 1.130  0.11
H: 0.401 0.370 2.631  0.06
H: 1.090 -1.059 2.919  0.06
H: -1.551 0.768 -2.817  0.06
H: -0.605 1.816 -1.894  0.06

# 3
The following is a quantum chemistry calculation of a cluster of 2 separate species, C3H10N2 in total at a distorted geometry, from the Open Molecules 2025 dataset.

HOMO-LUMO gap   10.10 eV
Highest occupied orbital energy   -8.9 eV
SMILES   C=N.CCN
LUMO level   1.178 eV
Electronic energy   -229.74416 Eh
Energy relative to the best compared isomer or geometry (same formula, charge and spin)   1.7713 eV
Total charge   0
F_max   2.40 eV Å⁻¹

Last column: Löwdin charge in e.
Element x y z (Å)
C: -0.432 3.254 -0.689  -0.13
N: -0.667 2.186 -0.044  0.02
H: -0.956 3.387 -1.647  0.06
H: 0.442 3.907 -0.591  0.06
H: -0.413 2.291 0.942  0.05
C: -0.793 -0.906 0.070  -0.14
C: 0.462 -1.490 0.707  -0.35
N: 1.433 -2.039 -0.268  -0.03
H: -1.431 -1.635 -0.447  0.06
H: -1.408 -0.557 0.893  0.06
H: -0.564 -0.238 -0.764  0.05
H: 1.016 -0.694 1.225  0.10
H: 0.185 -2.255 1.432  0.09
H: 2.139 -2.617 0.165  0.05
H: 0.986 -2.596 -0.982  0.05

# 4
The following is a quantum chemistry calculation of a cluster of 2 separate species, C3H10N2 in total at a distorted geometry, from the Open Molecules 2025 dataset.

HOMO-LUMO gap   10.18 eV
Highest occupied orbital energy   -9.1 eV
SMILES   C=C.NCN
LUMO level   1.095 eV
Electronic energy   -229.74574 Eh
Energy relative to the best compared isomer or geometry (same formula, charge and spin)   1.7282 eV
Total charge   0
F_max   2.52 eV Å⁻¹

Last column: Löwdin charge in e.
Element x y z (Å)
C: 1.791 0.376 1.761  -0.07
C: 0.747 -0.113 2.428  -0.08
H: 2.625 0.711 2.412  0.06
H: 1.919 0.077 0.741  0.03
H: 0.652 -0.206 3.495  0.04
H: 0.078 -0.738 1.853  0.03
N: -0.186 1.093 -1.332  0.00
C: -1.272 0.174 -1.003  -0.38
N: -1.315 -1.167 -1.566  -0.02
H: -0.331 1.335 -2.304  0.06
H: 0.706 0.683 -1.102  0.03
H: -2.218 0.638 -1.272  0.11
H: -1.255 0.096 0.084  0.08
H: -0.445 -1.703 -1.628  0.06
H: -1.497 -1.257 -2.565  0.05

# 5
The following is a quantum chemistry calculation of a cluster of 2 separate species, C3H10N2O in total at a distorted geometry, from the Open Molecules 2025 dataset.

HOMO-LUMO gap (alpha / beta)   2.72 / 9.70 eV
Highest occupied orbital energy (alpha / beta)   1.1 / -5.8 eV
LUMO level (alpha / beta)   3.860 / 3.870 eV
2S+1   2
⟨S²⟩   0.751
Electronic energy   -304.95270 Eh
Energy relative to the best compared isomer or geometry (same formula, charge and spin)   1.4781 eV
Total charge   -1
F_max   1.88 eV Å⁻¹

Last column: Löwdin charge in e.
Element x y z (Å)
C: -1.002 4.030 2.390  -0.08
C: -0.639 3.580 1.200  -0.50
O: -0.590 2.222 0.994  -0.25
H: -1.228 5.087 2.536  0.03
H: -1.394 3.445 3.209  0.04
H: -0.391 4.132 0.305  0.06
H: 0.290 1.897 0.702  0.01
N: 0.766 -3.196 -2.607  -0.04
C: 0.548 -3.570 -1.263  -0.46
N: 0.685 -2.426 -0.283  -0.07
H: 0.091 -2.577 -3.019  0.03
H: 1.699 -2.908 -2.847  0.05
H: -0.427 -4.046 -1.182  0.08
H: 1.334 -4.235 -0.919  0.09
H: 0.290 -1.602 -0.744  -0.01
H: -0.011 -2.632 0.440  0.01

# 6
The following is a quantum chemistry calculation of a cluster of 2 separate species, C3H10N2O in total at a distorted geometry, from the Open Molecules 2025 dataset.

HOMO-LUMO gap (alpha / beta)   2.15 / 9.18 eV
Highest occupied orbital energy (alpha / beta)   1.3 / -5.5 eV
LUMO level (alpha / beta)   3.416 / 3.689 eV
2S+1   2
⟨S²⟩   0.750
Electronic energy   -304.91720 Eh
Energy relative to the best compared isomer or geometry (same formula, charge and spin)   2.4442 eV
Total charge   -1
F_max   2.17 eV Å⁻¹

Last column: Löwdin charge in e.
Element x y z (Å)
C: -1.758 0.229 -2.203  -0.02
C: -2.858 -0.359 -1.761  -0.36
O: -4.130 0.195 -1.901  -0.09
H: -1.741 1.299 -2.355  0.05
H: -0.937 -0.402 -2.514  0.04
H: -2.913 -1.340 -1.314  0.08
H: -4.450 0.625 -1.112  0.06
N: 1.980 -1.238 0.954  -0.08
C: 1.961 0.042 1.729  -0.67
N: 2.045 1.392 1.050  -0.06
H: 1.070 -1.666 1.064  -0.03
H: 2.711 -1.817 1.358  -0.02
H: 2.803 -0.027 2.412  0.03
H: 0.988 -0.032 2.210  0.04
H: 2.373 1.758 1.949  0.01
H: 2.855 1.342 0.433  0.02